# 1
This record from OMol25 describes a molecular structure, C31H27GeIN4PdS2. The level of theory is ωB97M-V/def2-TZVPD.

```
67
Properties=species:S:1:pos:R:3:forces:R:3:lowdin_charge:R:1
I 1.796 2.694 0.040 0.18 0.05 -0.03 1.090
Pd 0.322 0.074 0.048 0.41 -0.05 0.26 0.516
Ge 0.004 0.377 -2.388 -0.24 0.16 0.10 0.933
S -2.224 2.532 3.155 0.06 -0.05 0.14 0.893
S -1.692 1.036 0.596 -0.41 0.06 -0.46 0.587
N 0.171 -0.256 2.206 0.02 -0.54 -0.15 -0.136
N 0.423 -2.214 0.424 -0.14 -0.10 -0.01 0.045
N 2.557 -0.107 0.041 -0.04 0.28 -0.30 -0.068
N -0.421 0.703 2.967 -0.07 0.27 0.43 -0.068
C 3.339 -1.187 0.062 0.05 -0.07 0.06 -0.117
C -1.306 1.341 2.278 0.07 0.06 0.02 -1.063
C -2.455 3.815 -4.565 0.02 -0.03 0.02 -0.074
C 4.718 -1.108 0.015 0.00 0.07 0.01 -0.031
C 5.308 0.142 -0.075 -0.01 -0.03 0.00 -0.031
C 2.386 1.692 -3.469 -0.01 0.04 0.03 -0.146
C -0.751 2.128 -4.470 0.04 -0.08 -0.05 -0.126
C 0.874 -4.495 -0.112 0.02 -0.02 0.05 -0.023
C -0.902 -1.295 -2.835 0.14 0.12 0.00 -0.337
C 0.560 -3.191 -0.467 -0.04 -0.04 -0.10 -0.114
C 3.703 1.766 -3.897 0.02 -0.01 -0.01 -0.070
C 4.507 1.273 -0.091 -0.02 0.07 0.02 -0.094
C -2.713 -2.835 -2.415 -0.01 -0.02 -0.01 -0.071
C 0.888 -3.791 2.164 0.01 0.05 -0.04 0.002
C 3.959 -0.591 -3.511 0.04 0.00 -0.02 -0.081
C -2.737 3.582 -3.228 -0.02 0.04 -0.03 -0.076
C -3.302 3.260 1.915 -0.08 0.09 -0.01 -0.432
C -1.015 1.892 -3.117 0.18 -0.18 -0.12 -0.297
C 0.308 -1.429 2.677 0.01 0.28 0.21 -0.048
C -2.028 2.628 -2.511 0.00 0.05 0.13 -0.120
C 3.140 1.093 -0.020 -0.17 -0.19 0.03 -0.727
C -0.434 -2.142 -3.838 0.06 0.04 -0.06 -0.123
C -1.459 3.078 -5.190 -0.04 0.04 0.03 -0.072
C 0.585 -2.508 1.729 0.07 -0.14 -0.15 -0.256
C 4.491 0.624 -3.921 -0.01 -0.01 0.01 -0.075
C -2.232 -3.679 -3.408 0.01 0.00 0.01 -0.074
C -2.053 -1.648 -2.132 -0.03 -0.04 0.06 -0.130
C 1.835 0.478 -3.060 -0.09 -0.06 -0.03 -0.338
C 2.642 -0.659 -3.082 0.01 -0.06 -0.04 -0.139
C 1.044 -4.802 1.228 -0.02 0.08 -0.06 -0.028
C -1.096 -3.329 -4.126 -0.04 -0.03 0.02 -0.077
H -3.605 -3.101 -1.863 -0.01 0.00 0.00 0.109
H 0.447 -1.875 -4.410 -0.01 0.00 0.00 0.098
H 0.393 -2.930 -1.505 0.00 0.03 0.02 0.091
H 0.987 -3.985 3.224 0.01 0.00 0.01 0.124
H -3.868 4.005 2.475 -0.02 0.00 -0.04 0.039
H 5.517 0.680 -4.263 0.00 0.00 -0.01 0.109
H 1.785 2.594 -3.456 -0.03 -0.01 -0.01 0.092
H -3.994 2.533 1.499 0.01 -0.02 0.01 0.031
H -2.749 -4.603 -3.629 0.00 0.00 0.00 0.108
H 1.280 -5.809 1.543 0.01 -0.01 -0.01 0.120
H -3.520 4.144 -2.734 0.00 0.01 0.00 0.107
H 4.567 -1.486 -3.533 0.01 0.00 0.00 0.109
H 4.112 2.716 -4.218 0.01 0.00 0.00 0.110
H 6.384 0.241 -0.127 0.00 0.01 0.00 0.123
H 5.312 -2.010 0.040 -0.01 -0.01 0.00 0.118
H 2.834 -2.142 0.114 0.06 0.01 -0.02 0.100
H 2.244 -1.617 -2.760 -0.02 0.01 -0.01 0.092
H -1.234 3.239 -6.236 0.00 0.00 0.00 0.109
H -2.433 -1.003 -1.347 0.00 -0.03 -0.02 0.067
H -0.731 -3.975 -4.914 0.00 0.00 0.00 0.108
H 0.963 -5.244 -0.886 0.00 -0.03 0.03 0.118
H -3.011 4.560 -5.119 0.00 0.00 0.00 0.108
H -2.745 3.757 1.125 0.03 -0.02 0.01 0.029
H -2.281 2.479 -1.473 0.04 -0.06 0.06 0.026
H 0.105 -1.651 3.721 -0.05 0.01 0.00 0.141
H 4.927 2.266 -0.149 0.00 0.00 -0.01 0.110
H 0.013 1.558 -4.988 0.02 0.00 0.02 0.099
```
Forces are in eV/Å.

Computed properties:
<S²> ... 0.755
Multiplicity ... 2
Orbital gap (spin up / spin down) ... 0.2610 / 0.2401 Ha
Charge ... +1

***

# 2
This record from OMol25 describes a molecular structure, C31H28BrN4O5Rh. The level of theory is ωB97M-V/def2-TZVPD.

```
70
Properties=species:S:1:pos:R:3:forces:R:3:lowdin_charge:R:1
Rh 0.204 0.797 -0.099 -0.08 0.67 0.12 1.193
Br -2.466 3.645 1.031 -0.07 0.08 -0.12 0.840
O 1.116 1.262 -1.858 -0.02 -0.49 -0.22 -0.158
O -1.368 -0.150 -0.886 0.28 -0.06 0.00 -0.106
O 1.981 1.694 0.679 -0.08 -0.05 0.14 -0.112
O -3.221 -1.235 -0.271 -0.07 0.04 -0.02 0.087
O 0.836 2.042 -3.927 -0.18 -0.08 0.14 0.074
N 4.149 1.476 0.035 -0.03 0.13 0.28 -0.114
N -1.011 0.768 1.612 -0.20 -0.50 -0.43 0.013
N -1.126 2.574 -1.128 -0.11 -0.23 0.00 0.023
N 2.826 3.187 -0.819 0.21 0.09 0.08 -0.123
C -2.996 0.427 3.533 -0.04 -0.05 -0.01 0.016
C 2.854 -3.996 -0.977 0.00 0.00 -0.04 -0.047
C 2.746 -2.355 -2.710 -0.02 0.04 -0.04 -0.076
C -2.268 -0.525 -0.038 0.06 0.04 0.13 -0.561
C 0.264 2.168 3.107 0.03 -0.05 0.02 -0.012
C -0.603 2.634 5.316 -0.03 0.00 0.03 -0.070
C 2.944 2.111 -0.020 0.03 -0.04 -0.29 -0.466
C 2.135 -3.136 -0.108 0.05 0.02 -0.10 -0.171
C 3.159 -3.620 -2.251 0.02 -0.03 0.04 -0.089
C -2.313 3.002 -0.753 -0.12 0.13 0.17 -0.703
C -2.011 2.230 -3.324 -0.01 0.12 0.02 0.023
C -2.100 0.062 1.361 0.08 0.07 -0.04 -0.173
C -3.264 2.623 -2.885 -0.01 0.00 0.00 -0.025
C 0.382 2.787 4.319 0.03 0.01 -0.03 -0.057
C -1.699 1.859 5.076 0.03 0.00 0.01 -0.029
C 1.239 -2.722 2.075 0.01 0.00 0.03 -0.079
C 0.996 -1.000 0.351 -0.08 -0.06 0.20 -0.155
C -3.428 3.039 -1.573 0.05 -0.02 -0.04 -0.091
C 1.692 4.079 -0.623 -0.02 0.04 0.00 -0.019
C -3.122 -0.138 2.301 -0.02 0.00 0.09 0.025
C 4.225 0.232 0.789 0.01 -0.05 -0.01 -0.020
C -1.860 1.211 3.828 0.03 0.03 -0.05 -0.161
C -0.976 2.212 -2.410 -0.03 0.03 -0.17 -0.185
C -0.866 1.367 2.834 0.02 0.02 0.10 -0.253
C 0.422 1.792 -2.807 0.16 0.14 0.02 -0.567
C 5.387 2.245 0.093 0.00 -0.05 -0.09 -0.042
C 0.807 -1.450 1.638 0.22 0.07 -0.14 -0.100
C 1.876 -3.556 1.215 0.00 -0.02 0.08 -0.051
C 3.547 3.298 -2.082 -0.04 0.00 0.02 -0.037
C 1.704 -1.856 -0.566 -0.09 -0.09 0.06 -0.155
C 2.042 -1.508 -1.901 -0.08 -0.02 -0.01 -0.021
H 5.671 2.410 1.137 0.01 -0.02 0.00 0.096
H 2.979 -2.048 -3.722 0.00 0.01 0.01 0.103
H 1.050 -3.021 3.098 0.00 0.01 0.00 0.102
H -4.111 2.619 -3.559 0.01 0.00 0.01 0.117
H 6.187 1.690 -0.398 -0.01 0.00 -0.01 0.096
H 1.742 -0.550 -2.282 -0.01 0.04 -0.02 0.082
H 2.822 3.357 -2.895 0.00 -0.01 -0.01 0.083
H 5.046 -0.363 0.389 0.01 0.01 0.01 0.099
H 1.856 4.731 0.238 0.00 -0.01 0.00 0.097
H 5.286 3.207 -0.393 -0.02 0.03 0.01 0.071
H -2.465 1.728 5.830 0.00 0.01 -0.01 0.116
H 1.591 4.701 -1.509 0.02 0.02 -0.01 0.099
H 1.023 2.270 2.346 -0.02 0.02 0.01 0.085
H 1.248 3.406 4.519 0.00 -0.01 0.00 0.108
H -3.757 0.294 4.293 0.00 0.01 -0.01 0.124
H -0.486 3.132 6.270 0.00 0.00 -0.01 0.106
H 4.410 0.428 1.851 0.00 0.00 0.00 0.100
H 3.162 -4.963 -0.598 0.00 0.00 0.00 0.108
H 0.764 3.531 -0.485 0.11 0.05 0.04 0.045
H 3.713 -4.283 -2.903 -0.01 0.00 0.00 0.099
H 2.205 -4.541 1.526 0.01 0.01 0.00 0.109
H 3.303 -0.329 0.694 0.03 0.03 0.00 0.063
H 0.346 -0.821 2.379 -0.02 -0.03 0.05 0.081
H -1.819 1.932 -4.345 0.02 -0.01 0.02 0.129
H 4.189 4.183 -2.104 0.00 -0.01 0.01 0.091
H -4.379 3.379 -1.192 0.01 0.00 0.01 0.103
H -3.968 -0.740 2.001 0.01 0.00 0.00 0.125
H 4.149 2.409 -2.242 -0.01 0.00 -0.01 0.098
```
Forces are in eV/Å.

Computed properties:
Orbital gap ... 0.2592 Ha

***

# 3
This record from OMol25 describes a molecular structure, C31H28ClNiO8. The level of theory is ωB97M-V/def2-TZVPD.

```
69
Properties=species:S:1:pos:R:3:forces:R:3:lowdin_charge:R:1
Ni 0.715 -2.618 0.550 -0.06 -0.05 -0.12 0.771
Cl 1.624 -4.487 2.335 -0.15 0.33 -0.32 0.714
O 0.860 -5.165 3.322 0.03 0.01 -0.02 -0.293
O 1.432 -3.011 2.467 0.05 -0.26 0.04 -0.387
O 1.774 -1.624 -0.563 0.12 -0.11 0.20 -0.219
O 1.174 1.874 0.379 0.02 0.03 -0.02 -0.027
O 3.008 -4.800 2.418 -0.05 -0.02 0.03 -0.298
O 1.106 -4.766 0.981 0.14 -0.07 0.28 -0.359
O -0.979 1.506 -0.224 0.19 0.08 0.02 -0.032
O -0.973 -1.952 0.225 -0.11 -0.08 -0.02 -0.222
C -3.034 -1.315 -1.353 -0.04 0.00 0.05 -0.029
C 1.831 -0.248 -0.670 -0.06 -0.04 -0.16 -0.397
C 2.160 0.634 -3.086 -0.01 0.00 0.01 -0.037
C -0.457 3.480 1.071 0.00 0.04 0.00 0.014
C 3.764 1.494 -0.621 -0.04 -0.02 0.03 -0.054
C 1.644 0.894 -4.353 0.00 -0.01 0.00 -0.097
C 1.358 0.097 -2.087 -0.01 0.10 -0.04 -0.115
C -3.391 -1.260 2.375 -0.03 -0.02 -0.01 -0.021
C -2.734 -0.451 -0.311 -0.08 -0.01 -0.06 -0.159
C -3.764 -1.606 3.670 -0.01 0.00 -0.02 -0.089
C 4.164 -0.730 0.146 0.05 -0.06 0.05 -0.012
C -0.568 0.462 0.652 -0.07 0.05 0.03 -0.143
C -1.482 -1.458 4.370 -0.05 -0.02 0.03 -0.074
C -4.890 0.065 -2.021 0.02 0.01 0.00 -0.108
C -0.478 0.027 -3.665 0.05 0.01 -0.03 -0.061
C 5.474 -0.389 0.460 -0.02 0.02 0.00 -0.087
C 0.320 0.610 -4.643 -0.01 0.00 0.01 -0.106
C 5.936 0.896 0.230 -0.01 0.01 -0.01 -0.113
C 0.045 -0.237 -2.413 -0.08 -0.05 -0.01 -0.006
C -3.538 0.673 -0.127 -0.07 -0.01 0.07 -0.043
C 0.976 0.453 0.450 0.10 0.09 0.12 -0.116
C 3.285 0.202 -0.391 0.01 0.01 -0.06 -0.126
C -4.604 0.931 -0.970 -0.01 -0.01 -0.01 -0.084
C -2.064 -1.001 2.061 0.05 -0.01 0.07 -0.119
C -2.815 -1.709 4.672 0.04 0.01 -0.01 -0.105
C -0.027 2.528 -0.037 0.03 -0.04 -0.04 -0.575
C -1.556 -0.768 0.620 -0.01 -0.03 0.09 -0.399
C 0.174 3.250 -1.354 -0.01 0.05 0.00 0.029
C 5.072 1.836 -0.318 0.02 -0.01 0.01 -0.090
C -1.119 -1.105 3.084 0.01 0.03 -0.03 -0.039
C -4.103 -1.059 -2.206 0.00 0.00 0.01 -0.089
H -0.571 -0.730 -1.675 0.10 0.02 -0.03 0.091
H -0.645 0.859 1.672 0.03 -0.01 -0.05 0.132
H 6.132 -1.136 0.886 0.01 -0.01 0.00 0.096
H -5.720 0.269 -2.686 -0.02 0.00 0.00 0.091
H -0.071 -0.932 2.869 0.00 -0.02 0.00 0.101
H 3.107 2.240 -1.041 -0.03 0.04 0.02 0.106
H -1.339 4.040 0.760 -0.02 0.01 -0.01 0.087
H 0.351 4.180 1.286 0.01 0.00 0.00 0.089
H 3.809 -1.738 0.313 0.00 0.04 0.00 0.109
H 5.419 2.844 -0.510 0.00 0.02 0.00 0.094
H -0.721 -1.552 5.134 0.01 0.00 0.01 0.103
H -4.806 -1.807 3.887 -0.02 0.00 0.00 0.095
H 1.438 0.110 1.384 -0.03 0.00 -0.03 0.158
H 0.521 2.557 -2.117 -0.01 -0.02 -0.01 0.071
H 2.289 1.318 -5.114 0.01 0.01 -0.01 0.093
H -0.083 0.824 -5.626 0.00 0.00 -0.01 0.091
H -3.324 1.354 0.687 -0.01 -0.01 0.00 0.124
H -2.417 -2.194 -1.478 0.01 -0.01 -0.02 0.117
H -4.148 -1.205 1.606 -0.01 -0.01 -0.02 0.110
H 0.906 4.049 -1.228 0.02 0.01 0.00 0.091
H 6.957 1.166 0.473 0.01 0.01 0.00 0.090
H -0.771 3.688 -1.678 -0.02 0.01 0.01 0.093
H -4.318 -1.745 -3.015 0.00 -0.01 -0.02 0.096
H -1.511 -0.224 -3.873 -0.02 0.00 0.00 0.097
H 3.199 0.856 -2.890 0.02 0.00 -0.01 0.103
H -5.214 1.811 -0.810 -0.01 0.01 0.00 0.095
H -0.686 2.933 1.984 0.00 -0.01 0.02 0.084
H -3.105 -1.990 5.676 -0.01 0.00 0.02 0.093
```
Forces are in eV/Å.

Computed properties:
<S²> ... 2.005
Multiplicity ... 3
Orbital gap (spin up / spin down) ... 0.3165 / 0.3153 Ha
Charge ... -1

***

What energy relative to the best compared isomer or geometry (same formula, charge and spin) values result from the calculations? In sequence: 0.831 0.036 0.000 eV.